50
Properties=species:S:1:pos:R:3:nbo_charge:R:1 method="wB97M-V/def2-TZVPD" smiles=ClCCCl.ClCCCl.ClCCCl.ClCCCl.ClCCCl.OCCO e_lumo_ev=0.29 orbital_gap_ev=10.874
H 1.670 3.607 -1.321 0.464
Cl 1.273 -4.301 -0.356 -0.070
Cl 3.178 3.150 1.595 -0.058
Cl 1.312 -0.154 1.532 -0.078
H -3.108 2.425 -3.305 0.224
Cl 0.733 -6.032 2.282 -0.053
C -0.027 3.458 -2.169 -0.082
H -5.474 3.047 -3.679 0.227
Cl -1.442 -2.903 3.138 -0.071
H 5.081 2.347 0.392 0.219
H 0.358 -6.465 -0.677 0.219
H -1.302 -0.810 0.466 0.228
H 0.558 -1.655 3.122 0.242
H 1.434 -0.124 -0.781 0.228
H 0.097 1.475 -2.869 0.173
C -0.610 -0.789 4.716 -0.371
C 4.829 2.486 1.440 -0.381
H 5.491 3.261 1.825 0.220
H -0.224 2.023 -5.036 0.472
H -3.511 0.897 -2.522 0.235
C 4.904 1.228 2.249 -0.386
C -0.687 -0.207 -0.198 -0.377
Cl -3.974 2.695 -1.126 -0.085
H -1.064 3.218 -1.944 0.185
Cl -6.498 1.165 -2.659 -0.058
C -3.877 1.893 -2.741 -0.381
H 0.172 -0.353 5.328 0.227
H -0.749 -5.193 -1.039 0.230
H -0.851 0.835 0.062 0.237
C -5.183 2.019 -3.504 -0.388
O -0.208 2.793 -4.461 -0.730
H 4.276 0.456 1.810 0.226
C 0.430 2.448 -3.233 -0.093
H 4.563 1.419 3.263 0.223
H -1.295 -4.977 1.393 0.231
H -1.116 -6.678 1.127 0.226
H 0.464 -2.665 4.520 0.219
H -1.014 -0.017 4.068 0.220
C -0.576 -5.731 1.093 -0.392
Cl 6.573 0.589 2.218 -0.063
Cl -1.925 -1.302 5.850 -0.074
O 0.794 3.360 -0.999 -0.712
H 0.789 -1.729 -0.134 0.240
H 0.034 4.469 -2.582 0.167
Cl -1.397 -0.463 -1.834 -0.087
C -0.033 -5.522 -0.289 -0.386
H -5.027 1.488 -4.443 0.221
H 1.516 2.446 -3.388 0.150
C -0.122 -1.983 3.908 -0.405
C 0.765 -0.646 -0.108 -0.374

51
Properties=species:S:1:pos:R:3:nbo_charge:R:1 method="wB97M-V/def2-TZVPD" e_lumo_ev="-0.43 / -0.38" multiplicity=2 orbital_gap_ev="6.054 / 6.028" e_above_lowest_ev=0.000
C -2.912 -1.471 -2.790 -0.655
C 1.164 -3.870 -1.161 -0.256
C 3.109 1.252 2.429 -0.681
O -0.056 -3.628 2.554 -0.943
H 2.622 1.141 3.400 0.258
H -0.786 -3.097 2.164 0.479
H 5.030 -0.298 0.315 0.237
C -2.596 -0.833 -0.298 0.146
H 1.298 -4.954 -0.993 0.171
H -3.166 3.189 0.117 0.219
C -2.094 -1.201 -1.580 0.063
O -1.932 -0.065 1.748 -0.644
C -0.301 4.201 1.361 -0.390
Cu 0.184 -0.492 -0.131 1.227
O 0.376 0.656 2.518 -0.559
O 2.433 -0.918 -1.877 -0.533
H 1.685 -3.327 -0.358 0.163
N -0.744 -1.183 -1.638 -0.136
C -4.021 -0.619 0.076 -0.662
N -1.613 -0.522 0.577 -0.196
H 0.149 5.107 0.917 0.193
H 2.095 -4.246 -2.867 0.467
C 4.344 0.346 -0.250 -0.676
H -2.650 4.824 0.626 0.212
H 0.704 -3.007 2.538 0.466
N 1.070 0.173 1.475 -0.186
H 4.567 1.393 -0.018 0.229
H 0.084 -3.686 -1.151 0.187
H 3.154 2.319 2.162 0.236
H -2.413 4.295 -1.064 0.206
H -4.184 0.415 0.420 0.229
N -0.177 1.622 -0.986 -0.495
H -3.975 -1.564 -2.547 0.210
H 4.482 0.168 -1.321 0.263
H 1.575 -1.224 -2.314 0.530
C 2.943 0.055 0.153 0.179
H -2.574 -2.400 -3.259 0.238
H 0.505 3.550 1.732 0.225
H -2.802 -0.663 -3.526 0.229
C -0.597 2.470 -0.283 0.508
N 2.058 -0.561 -0.625 -0.185
H 4.146 0.906 2.503 0.232
C -2.411 3.974 -0.013 -0.395
H -4.685 -0.787 -0.780 0.214
H -0.614 0.360 2.314 0.502
H -4.337 -1.295 0.887 0.238
N -1.117 3.447 0.404 -0.468
H -0.953 4.514 2.186 0.211
O 1.649 -3.482 -2.458 -0.728
O -0.086 -1.451 -2.695 -0.568
C 2.370 0.466 1.408 0.184

58
Properties=species:S:1:pos:R:3:nbo_charge:R:1 method="wB97M-V/def2-TZVPD" e_lumo_ev="-0.16 / -0.66" multiplicity=5 orbital_gap_ev="7.348 / 7.394"
H -6.295 -1.686 -3.858 0.219
H -5.016 -3.596 -9.646 0.393
H -3.180 -2.455 -11.057 0.229
H -7.379 -4.283 -5.236 0.204
O -1.282 -1.551 -3.827 -0.881
H -3.241 -0.745 -11.094 0.233
C -5.600 0.305 -6.686 -0.279
F -3.155 1.245 -5.416 -0.325
H -6.479 -6.630 -4.631 0.187
C -0.639 -4.365 -5.132 0.810
O -4.842 -0.665 -7.330 -0.552
N -5.056 -2.820 -9.001 -0.864
C -2.129 0.426 -5.741 0.791
H -4.650 -1.819 -11.598 0.218
C -4.501 -5.763 -5.350 -0.089
O -1.259 -3.612 -7.615 -0.889
H -5.634 0.324 -5.597 0.228
F -1.046 1.108 -5.379 -0.297
O -9.528 -2.964 -6.139 -0.534
H -3.233 -1.792 -8.841 0.224
H -5.449 -3.179 -3.871 0.233
C -6.457 -2.764 -3.858 -0.606
O -4.367 -5.338 -6.680 -0.938
H -10.477 -4.790 -5.610 0.185
V -4.484 -3.141 -6.767 1.343
O -5.767 -7.959 -6.067 -0.256
C -8.788 -2.758 -4.945 -0.079
C -7.336 -3.203 -5.102 -0.084
C -9.770 -4.376 -6.329 -0.296
H -4.532 0.344 -9.141 0.189
C -5.513 -6.933 -5.034 -0.178
H -9.230 -3.136 -4.023 0.191
S -2.410 -1.286 -4.719 2.148
C -4.966 -0.568 -8.731 -0.066
N -6.701 -2.588 -6.191 -0.855
N -2.782 -2.382 -5.810 -1.240
H -3.467 -6.033 -5.136 0.166
H -8.709 -1.678 -4.819 0.175
H -6.010 -2.529 -9.159 0.372
H -6.972 -3.130 -2.970 0.214
C -4.191 -1.749 -9.360 -0.070
F 0.658 -4.441 -5.059 -0.288
H -7.004 -1.629 -6.099 0.367
H -8.951 -5.081 -6.467 0.187
C -3.856 -1.619 -10.880 -0.637
H -5.207 -7.437 -4.118 0.210
H -4.574 -4.903 -4.684 0.132
O -0.188 -1.811 -6.309 -0.875
H -6.026 -0.403 -8.924 0.175
O -3.686 -1.116 -4.018 -0.935
F -0.955 -5.543 -5.743 -0.305
H -5.204 1.308 -6.849 0.201
H -6.667 0.267 -6.902 0.160
H -10.323 -4.560 -7.250 0.202
S -1.132 -2.883 -6.314 2.068
F -1.270 -4.260 -3.965 -0.289
F -2.127 0.188 -7.080 -0.318
H -7.419 -2.748 -6.883 0.373

49
Properties=species:S:1:pos:R:3:mulliken_spin:R:1 method="wB97M-V/def2-TZVPD" e_lumo_ev="-2.48 / -5.64" multiplicity=4 orbital_gap_ev="9.115 / 4.749" total_charge=+1
H -1.018 1.836 1.924 -0.009
C -2.736 0.478 -1.181 0.012
O 3.169 -3.204 -0.887 0.002
H -0.969 -3.119 -0.664 0.001
C -0.792 -1.650 -2.274 0.004
H -0.735 3.552 1.438 0.029
H 1.025 -0.178 2.783 0.001
H -1.118 -2.942 1.287 0.000
N 0.086 -0.472 -2.047 -0.017
H -0.920 -1.877 3.481 0.001
N -1.387 -1.145 0.170 -0.044
C 2.128 3.118 1.263 -0.005
H -2.925 -0.210 -1.944 -0.001
H 1.737 1.178 -2.620 0.015
C -1.441 -2.158 -0.909 -0.010
H -2.235 0.587 0.919 -0.060
C 0.965 2.344 1.214 0.325
H 2.959 0.181 -1.801 0.012
H -0.589 0.434 -2.017 -0.010
C 2.170 1.818 -0.650 0.207
N 0.558 -0.927 2.228 -0.014
S 2.522 -2.560 0.182 0.003
O 2.897 -2.792 1.564 0.002
H -1.296 2.060 -0.893 0.008
O 2.651 -0.864 0.047 0.114
H -2.509 -2.449 -1.080 0.000
H 1.160 -1.788 2.239 0.006
H -1.280 -0.270 2.869 -0.005
H -1.617 -1.429 -3.010 -0.001
C -0.868 -1.242 2.604 0.014
C -0.320 2.650 1.936 -0.002
C -2.469 -0.205 0.188 0.054
C 2.808 2.869 0.029 0.197
N 1.059 1.406 0.138 -0.026
H -2.604 -2.010 1.612 -0.001
H -1.866 1.899 -2.384 0.000
Tc 0.664 -0.529 0.059 2.122
H 0.837 -0.371 -2.734 0.007
H -0.164 2.841 3.001 0.010
H -3.645 1.101 -0.996 -0.001
H 3.662 3.429 -0.346 0.004
H -0.212 -2.485 -2.763 0.001
N -1.629 1.371 -1.590 0.013
C 2.583 1.191 -1.943 0.014
H 2.364 3.870 1.999 0.000
C -1.555 -1.940 1.476 0.014
H -3.432 -0.669 0.525 0.008
H 3.318 1.840 -2.467 0.000
O 1.007 -2.566 0.027 0.007

52
Properties=species:S:1:pos:R:3:nbo_charge:R:1 method="wB97M-V/def2-TZVPD" e_lumo_ev=-0.21 orbital_gap_ev=7.144 e_above_lowest_ev=0.000
Tl 0.257 0.507 -1.096 0.670
H 4.496 0.335 1.786 0.220
H 1.944 1.425 1.580 0.382
C 2.650 -0.419 1.002 -0.176
H 0.944 -3.219 -1.231 0.407
H -2.128 -0.825 1.417 0.232
H -4.958 2.017 -1.185 0.200
C 2.655 -3.429 -0.152 0.674
H 2.757 -0.890 0.012 0.185
C -4.945 -1.182 -0.302 -0.077
H 4.612 -3.347 2.470 0.224
H -2.319 1.529 1.217 0.208
H -6.184 1.116 -0.257 0.194
C 1.384 -1.064 1.669 0.785
H -6.003 -1.236 -0.031 0.195
O 1.447 2.957 -1.298 -0.541
H -4.662 -2.111 -0.810 0.191
H 3.026 -3.770 -2.132 0.411
H -3.188 0.866 -2.232 0.203
H 2.465 -2.951 1.815 0.462
N -2.496 0.189 -0.374 -0.501
N 3.143 -3.387 1.062 -0.593
H -2.756 2.268 -0.333 0.230
H 5.205 -3.790 0.862 0.187
C -3.339 0.018 -1.558 -0.078
H -2.462 -1.871 0.016 0.183
C -2.928 1.411 0.320 -0.088
H 0.747 -3.162 0.462 0.440
H 5.913 -1.525 1.586 0.221
C -2.746 -0.943 0.525 -0.084
N 3.438 -3.526 -1.248 -0.795
C -5.122 1.167 -0.516 -0.078
N -4.149 -1.042 0.911 -0.469
H -5.588 0.150 1.849 0.193
O 1.557 -2.041 2.447 -0.764
N -4.755 -0.063 -1.220 -0.469
C 4.921 -1.660 1.150 -0.405
N 2.275 0.959 0.746 -0.841
N -4.334 1.355 0.693 -0.467
O -0.584 2.926 -0.657 -0.587
H -3.055 -0.906 -2.076 0.190
N 0.420 3.609 -0.996 0.344
H 4.999 -1.474 0.075 0.195
H 4.421 -3.700 -1.134 0.412
C -4.534 0.207 1.565 -0.077
O 0.285 -0.612 1.340 -0.723
N 1.319 -3.445 -0.324 -0.782
C 4.524 -3.124 1.404 -0.224
H 3.005 1.514 0.319 0.382
H -3.934 0.333 2.469 0.201
C 3.972 -0.625 1.774 -0.430
H 3.766 -0.902 2.810 0.227

Electronic energy readings, ordered: -5225.2114 -2893.0466 -3578.3451 -1526.3111 -1439.0691 hartree
Max |F| readings, ordered: 1.2 3.6 5.3 4.0 1.1 eV/Å